(1)
# C32H34OsSb

A molecular structure, C32H34OsSb (ωB97M-V/def2-TZVPD, the Open Molecules 2025 dataset).

The geometry in ORCA input format:
```
! RIJCOSX wB97M-V def2-TZVPD def2/J DEFGRID3
* xyz 1 5
Os 0.29 -0.91 -2.21
Sb -0.42 0.39 1.32
C 2.10 -0.94 -1.18
C 2.61 0.77 2.30
C -4.12 -1.81 3.67
C -2.08 -1.63 -2.33
C -0.02 1.93 -4.60
C -0.36 -2.45 -1.02
C 0.28 3.21 2.10
C -0.13 -2.89 -2.37
C 2.10 1.12 -2.23
C -3.04 -2.55 3.18
C 1.96 0.48 -1.00
C -0.38 2.07 2.57
C -2.09 -0.53 2.27
C 0.40 3.97 4.40
C 2.36 -1.16 -2.58
C 2.76 -1.77 3.46
C 1.63 -1.41 2.68
C -2.00 0.44 -4.72
C 2.36 0.12 -3.21
C -0.16 2.77 4.85
C -1.15 -2.30 -3.18
C -2.03 -1.91 2.44
C 0.22 -0.39 -5.61
C -0.51 0.52 -4.67
C 3.73 0.39 3.05
C 1.55 -0.14 2.13
C 0.66 4.18 3.04
C -4.21 -0.44 3.40
C -3.21 0.21 2.67
C -0.52 1.78 3.93
C -1.60 -1.71 -1.02
C 3.80 -0.87 3.63
H -4.88 -2.31 4.25
H 0.55 3.30 1.04
H 4.54 1.12 3.17
H 1.16 5.09 2.68
H 2.77 -2.76 3.91
H 1.03 2.04 -4.30
H 0.65 4.73 5.11
H -5.06 0.14 3.77
H -2.95 -3.63 3.35
H -3.29 1.28 2.43
H 0.71 -3.50 -2.72
H 1.92 2.18 -2.38
H 2.62 -2.12 -3.04
H -0.29 -0.39 -6.59
H 0.80 -2.11 2.55
H 1.81 1.01 -0.05
H -2.46 0.75 -3.77
H 2.56 1.78 1.86
H -1.21 -2.50 2.02
H -0.85 0.79 4.27
H -2.34 -0.57 -4.95
H -2.37 1.13 -5.50
H 0.26 -2.69 -0.16
H -0.63 2.52 -3.90
H -1.23 -2.39 -4.26
H 4.66 -1.15 4.22
H -0.11 2.37 -5.61
H 2.52 0.30 -4.27
H 2.16 -1.70 -0.38
H -2.10 -1.27 -0.16
H -2.93 -1.03 -2.64
H 0.24 -1.43 -5.27
H 1.27 -0.09 -5.74
H -0.34 2.57 5.91
*
```

- Gap between HOMO and LUMO (spin up / spin down): 6.08 / 5.15 eV
- Maximum force: 4.1 eV/Å
- LUMO (spin up / spin down): -2.8 / -5.2 eV
- E_HOMO (spin up / spin down): -8.9 / -10.4 eV
- Expectation value of S²: 6.03

Atomic partial charges in e from the natural (NBO) method, atoms 1 to 4: 1.16 1.13 -0.35 -0.25



(2)
# C32H35BF3NO2S

2 unconnected molecules or ions with the total composition C32H35BF3NO2S (ωB97M-V/def2-TZVPD, the Open Molecules 2025 dataset).

The geometry in ORCA input format:
```
! RIJCOSX wB97M-V def2-TZVPD def2/J DEFGRID3
* xyz 0 1
S -1.85 2.34 -0.60
F -0.53 -5.12 0.59
F 0.64 -1.92 3.90
F 5.36 -0.31 0.42
O 2.08 -0.62 -3.19
O 0.74 -2.46 -2.73
N -0.93 2.17 6.06
C -0.88 2.52 2.40
C 3.13 -0.32 -0.38
C -1.51 1.31 1.99
C -1.82 1.06 0.61
C 0.16 -3.60 2.27
C -1.48 1.33 7.11
C -0.66 2.78 3.73
C 2.83 2.32 0.47
C 0.49 -2.28 2.58
C 1.74 1.64 -0.09
C 4.17 0.35 0.23
C -1.89 0.38 2.99
C -1.10 1.88 4.74
C 0.16 0.48 -4.11
C -2.38 -0.10 0.08
C 1.87 0.30 -0.46
C -1.71 0.66 4.33
C 0.48 -2.13 -4.11
C -2.80 0.05 -1.27
C -2.69 1.35 -1.73
C 1.90 -0.52 -5.58
C 0.66 -1.30 1.60
C 0.71 -0.58 -0.82
C -0.25 3.38 6.48
C -1.02 -2.22 -4.35
C -0.06 -2.88 -0.06
C 1.14 -3.22 -4.93
C 0.43 -1.60 0.25
C 4.05 1.67 0.67
C -0.14 -3.85 0.94
C -3.30 1.90 -2.96
C 1.14 -0.69 -4.29
B 1.49 -1.43 -2.23
H -0.15 3.70 4.03
H 2.69 3.36 0.79
H 2.37 0.46 -5.61
H 0.77 2.13 -0.25
H -0.58 3.25 1.66
H 0.13 -4.37 3.04
H 0.87 -3.11 -5.99
H -3.25 -0.74 -1.87
H -2.59 1.92 -3.80
H -1.08 0.31 7.04
H 2.23 -3.20 -4.83
H 0.78 3.40 6.10
H -0.18 -0.02 -1.12
H -0.33 -3.13 -1.08
H -3.67 2.92 -2.78
H -0.23 3.40 7.57
H -2.45 -1.03 0.63
H 2.66 -1.30 -5.70
H -4.16 1.28 -3.24
H -0.50 0.58 -4.98
H -2.57 1.28 7.06
H 0.74 1.41 -4.01
H -1.61 -1.57 -3.70
H -1.34 -3.26 -4.18
H -1.19 1.76 8.07
H 4.90 2.17 1.14
H -1.22 -1.98 -5.40
H -2.36 -0.56 2.70
H 0.77 -4.19 -4.59
H 0.98 -0.30 1.89
H -0.77 4.28 6.11
H -0.46 0.39 -3.20
H 3.27 -1.35 -0.73
H 1.19 -0.59 -6.42
H -2.03 -0.06 5.08
*
```

- Gap between HOMO and LUMO: 7.42 eV
- Maximum force: 4.1 eV/Å
- Energy relative to the best compared isomer or geometry (same formula, charge and spin): 0.000 eV
- LUMO: 0.5 eV
- E_HOMO: -6.9 eV
- SMILES string: CC1(C)OB([C@H](c2cccc(F)c2)c2cc(F)cc(F)c2)OC1(C)C.Cc1ccc(-c2ccc(N(C)C)cc2)s1

Atomic partial charges in e from the Löwdin method, atoms 1 to 4: 1.09 0.04 0.03 0.04



(3)
# C32H35BN10O4S2Ti

A molecular structure, C32H35BN10O4S2Ti (ωB97M-V/def2-TZVPD, the Open Molecules 2025 dataset).

The geometry in ORCA input format:
```
! RIJCOSX wB97M-V def2-TZVPD def2/J DEFGRID3
* xyz -1 2
Ti 0.15 1.05 0.95
S 0.97 -0.66 -2.33
S 0.94 3.66 1.09
O 0.02 2.86 2.03
O 1.35 2.50 0.18
O 0.18 4.64 0.36
O 2.08 4.17 1.81
N 2.15 -1.27 0.76
N -2.09 1.26 1.80
N -0.22 -2.05 0.55
N -0.87 -0.89 0.27
N 2.19 0.10 0.82
N 0.71 -1.37 2.79
N -1.19 2.10 -0.55
N 1.07 -0.76 -4.99
N 1.81 -2.69 -3.79
N 0.42 -0.05 2.86
C -2.40 4.15 -1.96
C 1.33 -1.41 -3.81
C 3.19 -1.74 0.07
C -3.89 2.86 1.79
C -0.74 2.45 -1.73
C -1.88 -1.22 -0.55
C 0.41 0.29 4.16
C -2.75 2.28 1.23
C 3.94 1.83 0.19
C 2.06 -3.27 -4.94
C -0.78 -3.08 -0.09
C -1.87 -2.59 -0.79
C -3.75 1.21 3.51
C 1.04 -0.60 -7.38
C -1.33 3.48 -2.48
C -4.39 2.30 2.97
C 3.32 -3.16 -0.36
C 0.67 -0.85 4.93
C 0.86 -1.88 4.03
C 1.20 -3.30 4.30
C -2.90 3.79 -0.71
C -4.51 3.96 1.10
C 1.84 -2.67 -6.17
C 0.19 1.68 4.65
C -4.04 4.40 -0.08
C -2.26 2.74 -0.04
C 1.33 -1.38 -6.13
C 3.99 -0.67 -0.26
C -2.86 -0.28 -1.16
C -2.60 0.73 2.89
C -0.26 -4.48 -0.08
C 3.35 0.46 0.24
B 1.03 -2.05 1.44
H 0.26 1.70 5.74
H -1.04 -5.16 -0.40
H -2.05 -0.11 3.32
H 3.05 -3.87 0.43
H -5.38 4.43 1.56
H 0.10 -4.79 0.90
H -4.12 0.74 4.42
H -3.68 -0.87 -1.58
H 1.13 -3.49 5.37
H 0.11 1.89 -2.11
H 5.03 1.72 0.22
H -5.27 2.72 3.45
H 1.20 -1.21 -8.27
H 2.45 -4.29 -4.89
H 0.94 2.36 4.23
H -2.39 0.27 -1.97
H 0.52 -3.98 3.78
H 2.05 -3.18 -7.11
H 4.35 -3.35 -0.67
H 3.62 2.46 1.01
H 1.37 -3.18 1.65
H -4.52 5.23 -0.59
H -2.53 -3.14 -1.43
H -0.93 3.73 -3.45
H -3.28 0.42 -0.44
H 0.73 -0.90 6.00
H 1.69 0.27 -7.43
H -2.86 4.96 -2.51
H 2.21 -3.53 3.97
H 3.67 2.33 -0.74
H 0.01 -0.24 -7.37
H -0.78 2.08 4.35
H 0.57 -4.56 -0.79
H 4.92 -0.70 -0.80
H 2.67 -3.32 -1.22
*
```

- Gap between HOMO and LUMO (spin up / spin down): 5.58 / 5.59 eV
- Maximum force: 0.5 eV/Å
- Energy relative to the best compared isomer or geometry (same formula, charge and spin): 0.281 eV
- LUMO (spin up / spin down): 1.8 / 1.8 eV
- E_HOMO (spin up / spin down): -3.8 / -3.8 eV
- Expectation value of S²: 0.75

Atomic partial charges in e from the Löwdin method, atoms 1 to 4: 1.05 0.66 0.35 -0.42



(4)
# C32H35BNO8S2SiV

A molecular structure, C32H35BNO8S2SiV (ωB97M-V/def2-TZVPD, the Open Molecules 2025 dataset).

The geometry in ORCA input format:
```
! RIJCOSX wB97M-V def2-TZVPD def2/J DEFGRID3
* xyz -1 2
V 1.27 0.02 -1.25
S 2.67 -0.79 1.08
S 3.15 2.29 -1.63
Si -1.26 -0.37 1.18
O 1.98 3.04 -1.25
O 0.98 1.41 -3.92
O -0.70 2.16 -2.57
O 2.46 1.07 0.96
O 1.42 -1.24 0.35
O 3.84 -1.00 0.24
O 2.77 0.80 -1.81
O 3.91 2.77 -2.74
N -1.28 -2.75 -0.43
C -2.02 -3.33 -1.54
C -2.90 -4.52 -1.14
C 6.30 2.68 0.84
C -2.10 -1.90 0.46
C -0.84 4.91 -5.01
C 0.53 0.02 3.41
C -4.00 2.01 3.39
C -1.00 -1.80 3.66
C -0.50 -0.76 2.87
C 4.52 1.62 2.07
C -0.42 0.67 -0.09
C 5.50 2.72 -0.29
C -3.85 0.88 0.87
C -4.97 1.63 1.23
C 0.88 3.27 -5.55
C 5.80 2.14 2.02
C 4.21 2.22 -0.23
C -0.46 -3.73 0.31
C -0.60 -5.14 -0.24
C -2.08 -5.53 -0.29
C -2.89 1.25 3.02
C -1.22 4.19 -3.87
C 1.04 -0.22 4.68
C -5.05 2.19 2.50
C -0.49 -2.05 4.93
C 3.72 1.64 0.94
C 0.48 2.58 -4.43
C 0.19 4.46 -5.83
C 0.53 -1.27 5.44
C -2.79 0.65 1.75
C -0.54 3.03 -3.61
C 1.07 -1.53 -2.60
B 0.30 1.16 -2.69
H -5.78 1.77 0.52
H 0.59 -3.43 0.29
H 0.94 0.85 2.83
H -2.00 4.54 -3.21
H -0.91 -2.86 5.52
H -1.35 5.83 -5.26
H 5.85 3.12 -1.23
H 7.32 3.06 0.80
H -1.31 -3.64 -2.31
H -0.05 -5.83 0.39
H 6.42 2.12 2.91
H 0.07 1.50 0.45
H 4.13 1.17 2.99
H -2.09 1.11 3.74
H 0.92 -1.46 6.44
H -3.30 -4.99 -2.04
H -5.92 2.78 2.78
H -2.58 -2.49 1.26
H -0.76 -3.74 1.36
H 1.70 -1.28 -3.46
H -4.04 2.46 4.37
H -3.81 0.47 -0.14
H -2.63 -2.55 -1.99
H 1.46 -2.44 -2.12
H -0.17 -5.20 -1.24
H -1.22 1.09 -0.69
H 1.83 0.40 5.08
H -1.81 -2.42 3.28
H -3.75 -4.15 -0.56
H -2.19 -6.54 -0.69
H 1.70 2.92 -6.16
H -2.46 -5.55 0.73
H -2.92 -1.49 -0.14
H 0.48 5.04 -6.70
H 0.06 -1.71 -2.95
*
```

- Gap between HOMO and LUMO (spin up / spin down): 7.98 / 7.97 eV
- Maximum force: 2.7 eV/Å
- Energy relative to the best compared isomer or geometry (same formula, charge and spin): 2.430 eV
- LUMO (spin up / spin down): 2.6 / 2.6 eV
- E_HOMO (spin up / spin down): -5.4 / -5.4 eV
- Expectation value of S²: 0.77

Atomic partial charges in e from the Löwdin method, atoms 1 to 4: 0.80 0.88 0.59 0.66



(5)
# C32H35BrI2N3NaO7PS

A molecular structure, C32H35BrI2N3NaO7PS (ωB97M-V/def2-TZVPD, the Open Molecules 2025 dataset).

The geometry in ORCA input format:
```
! RIJCOSX wB97M-V def2-TZVPD def2/J DEFGRID3
* xyz 1 1
I -6.53 -3.73 0.18
I -3.89 -2.88 2.41
Br -3.12 1.81 3.81
S 3.81 -0.54 -1.41
P 0.10 -4.04 1.89
Na -8.44 -2.46 -1.52
O 1.48 -4.16 1.09
O -0.23 -2.50 2.20
O 3.90 -1.72 -2.21
O 0.09 -4.83 3.13
O 4.87 -0.20 -0.51
O 1.12 -0.53 -3.43
O -2.31 2.25 -1.96
N -0.76 4.30 -0.58
N 3.95 3.52 -1.32
N 2.46 5.23 0.80
C 1.58 3.85 -0.96
C -2.75 0.81 2.19
C -3.74 0.48 -0.11
C 2.42 7.61 0.66
C -4.68 -2.55 -1.99
C -1.49 -2.62 -0.74
C 2.72 6.44 1.32
C -3.76 -2.47 0.33
C 2.64 3.04 -1.40
C 2.37 1.75 -1.92
C 0.72 -1.47 1.86
C 1.88 5.21 -0.40
C 0.65 -0.02 -2.45
C 1.84 7.58 -0.61
C -1.46 -4.13 -0.59
C 3.92 -4.27 1.17
C 1.57 6.33 -1.15
C 0.25 3.41 -1.01
C -4.74 -2.80 -0.50
C -1.51 0.13 -1.24
C 3.48 0.88 -2.43
C -1.14 -4.74 0.79
C 1.68 -1.15 3.01
C -4.02 0.58 1.39
C -0.46 -0.68 -1.69
C -0.44 -2.03 -1.44
C -2.56 -1.81 -0.29
C 2.62 -4.51 1.92
C -2.59 -0.42 -0.53
C 1.05 1.32 -1.94
C -1.38 1.58 -1.59
C -0.01 2.13 -1.51
H 4.59 2.76 -1.14
H 1.28 -1.71 0.96
H -4.64 0.09 -0.60
H 4.05 4.14 -0.52
H 3.24 0.52 -3.43
H 1.33 -1.54 3.96
H -5.57 -2.94 -2.49
H 2.65 -0.64 -0.69
H -0.71 -5.72 0.61
H 1.61 8.49 -1.13
H -2.03 -4.88 1.38
H -2.05 1.42 1.63
H 2.55 -5.55 2.22
H -0.82 -4.53 -1.36
H -2.25 -0.11 2.46
H -2.47 -4.46 -0.83
H 1.73 -0.07 3.12
H 2.62 -3.94 2.84
H 3.80 -4.32 0.09
H -4.60 -0.27 1.73
H 0.14 -0.58 1.63
H 4.39 -3.34 1.45
H 2.63 8.56 1.13
H -4.56 -1.50 -2.20
H -4.66 1.45 1.54
H -3.61 1.48 -0.49
H -1.68 3.90 -0.73
H 3.17 6.46 2.30
H -0.66 4.48 0.41
H 1.13 6.24 -2.13
H 0.36 -2.65 -1.82
H 4.43 1.40 -2.48
H 2.69 -1.47 2.79
H -3.84 -3.10 -2.41
H 4.61 -5.06 1.45
*
```

- Gap between HOMO and LUMO: 5.93 eV
- Maximum force: 1.7 eV/Å
- LUMO: -4.6 eV
- E_HOMO: -10.5 eV

Atomic partial charges in e from the Löwdin method, atoms 1 to 4: 0.98 1.05 0.66 0.67



(6)
# C32H35F6N2O8P2S2TeV

A molecular structure, C32H35F6N2O8P2S2TeV (ωB97M-V/def2-TZVPD, the Open Molecules 2025 dataset).

The geometry in ORCA input format:
```
! RIJCOSX wB97M-V def2-TZVPD def2/J DEFGRID3
* xyz -1 4
Te -1.19 -2.98 3.50
V -0.10 0.35 0.40
S 1.32 3.54 0.59
S 3.49 4.02 -1.07
P -1.28 -0.63 3.42
P -2.50 -1.34 -0.44
F 4.16 6.22 -2.31
F 2.13 2.22 2.73
F 0.16 3.11 2.87
F 2.23 6.33 -1.34
F 4.04 6.43 -0.16
F 1.92 4.36 3.01
O -0.94 0.07 4.83
O 0.37 -2.04 0.51
O -2.79 -0.20 3.22
O 0.88 2.26 0.06
O -0.39 0.04 2.39
O 4.88 3.70 -1.02
O 0.45 4.66 0.39
O 2.69 3.56 -2.17
N 2.84 3.76 0.34
N 2.25 -0.08 -0.09
C 1.51 -2.88 0.54
C 0.40 0.44 5.19
C -1.05 -2.52 -4.68
C -3.53 3.08 -0.76
C 1.40 3.29 2.41
C 3.47 5.86 -1.22
C -0.99 -3.42 -3.61
C 4.96 0.23 -0.57
C -4.77 -2.85 -1.32
C -3.02 0.39 -0.58
C -2.27 2.63 -0.35
C -4.27 0.82 -1.01
C -1.44 -3.04 -2.36
C -5.83 -2.96 1.23
C -4.54 2.18 -1.09
C -1.97 1.26 -0.23
C -4.08 -2.26 -0.27
C 2.35 -2.66 1.79
C 4.51 -0.33 0.61
C 2.70 0.45 -1.23
C 1.15 -0.70 5.84
C 4.04 0.62 -1.52
C -4.52 1.32 2.58
C 3.14 -0.48 0.82
C 2.62 -1.17 2.05
C -1.99 -1.77 -2.15
C -2.05 -0.88 -3.22
C -5.98 -3.50 -1.10
C -4.62 -2.33 1.01
C -6.51 -3.55 0.18
C -3.11 1.21 3.11
C -1.58 -1.26 -4.48
H 1.83 -3.08 2.66
H -4.36 -2.81 -2.33
H 1.28 -1.53 5.14
H 1.69 -0.69 2.35
H -5.22 0.82 3.25
H -1.63 -0.55 -5.30
H 6.02 0.39 -0.73
H 1.95 0.79 -1.93
H 4.34 1.08 -2.45
H 3.29 -3.20 1.67
H -0.56 -4.40 -3.76
H -5.51 2.53 -1.40
H 0.92 0.80 4.29
H -0.28 -2.35 1.17
H -2.40 1.68 2.43
H -1.52 3.38 -0.12
H -6.24 -3.00 2.24
H -4.59 0.88 1.59
H -6.50 -3.96 -1.93
H -3.01 1.66 4.10
H -2.46 0.11 -3.07
H 1.21 -3.93 0.47
H -7.46 -4.05 0.35
H 5.20 -0.64 1.38
H -3.72 4.14 -0.81
H 0.61 -1.07 6.71
H -4.08 -1.88 1.85
H 0.29 1.28 5.87
H -4.80 2.37 2.51
H -1.36 -3.73 -1.53
H 3.33 -1.07 2.87
H 2.09 -2.64 -0.35
H -5.05 0.10 -1.26
H -0.69 -2.81 -5.65
H 2.14 -0.35 6.16
*
```

- Gap between HOMO and LUMO (spin up / spin down): 7.00 / 7.38 eV
- Maximum force: 0.8 eV/Å
- Energy relative to the best compared isomer or geometry (same formula, charge and spin): 0.977 eV
- LUMO (spin up / spin down): 2.3 / 2.3 eV
- E_HOMO (spin up / spin down): -4.7 / -5.1 eV
- Expectation value of S²: 3.76

Atomic partial charges in e from the Löwdin method, atoms 1 to 4: 0.46 0.81 0.62 0.57